Density functional theory data (ωB97M-V with the def2-TZVPD basis set) for 2 unconnected molecules or ions with the total composition C6H12INO3 at a distorted geometry.

```
23
Properties=species:S:1:pos:R:3:nbo_charge:R:1
C 0.7284 -1.4800 -1.2739 -0.64
C -0.8079 -1.6870 -1.1880 0.02
O -1.1425 -2.9808 -0.7744 -0.71
C -1.3876 -0.7862 -0.1245 0.04
I -2.9360 0.5595 -0.5054 0.23
N -1.3121 -1.1795 1.1075 0.28
O -0.4476 -1.9988 1.5941 -0.58
O -2.0985 -0.6259 2.0271 -0.51
H 1.2646 -2.2924 -1.9944 0.23
H 1.0368 -1.7446 -0.2791 0.23
H 0.9198 -0.4352 -1.6891 0.21
H -1.2758 -1.4653 -2.2037 0.21
H -0.7555 -3.1126 0.0984 0.49
H -1.4982 -0.4841 2.8452 0.51
C 0.2701 1.3408 2.1675 -0.45
C 0.5287 1.2384 0.8831 -0.17
C 0.2282 2.2109 -0.2150 -0.67
H 0.5545 0.4951 2.8688 0.20
H -0.0720 2.2919 2.6946 0.20
H 1.0604 0.3123 0.5343 0.20
H -0.8403 2.4665 -0.0528 0.23
H 0.3240 1.5156 -1.1086 0.21
H 0.8610 3.0897 -0.2154 0.23
```

Computed properties:
Multiplicity: 1
Structure (SMILES): C[C@@H](O)/C(I)=[N+](\[O-])O.C=CC

---

Density functional theory data (ωB97M-V with the def2-TZVPD basis set) for 2 unconnected molecules or ions with the total composition C6H12N at a distorted geometry.

```
19
Properties=species:S:1:pos:R:3:nbo_charge:R:1
C 3.2852 0.2031 -0.0831 0.40
C 4.5901 0.7414 -0.3333 -0.73
C -1.9777 0.9043 -0.7915 -0.77
C -0.5948 0.0726 1.1478 -0.71
C -2.5287 -1.3580 0.0321 -0.74
C -1.7009 -0.1558 0.2050 0.54
N 2.1791 -0.0750 0.1224 -0.44
H 4.5571 1.4995 -1.0387 0.27
H 4.8461 1.1181 0.5921 0.27
H 5.3488 0.0074 -0.4528 0.27
H -2.8506 0.7823 -1.4952 0.27
H -1.9734 1.8897 -0.3386 0.27
H -1.0814 0.9547 -1.6191 0.32
H -0.7445 1.1310 1.3010 0.27
H -0.6493 -0.7015 1.8991 0.27
H 0.1848 -0.2061 0.3048 0.38
H -3.4479 -1.1527 0.6930 0.32
H -2.8462 -1.5728 -0.9573 0.27
H -2.1481 -2.2693 0.4318 0.27
```

Computed properties:
Charge: +1
Multiplicity: 1

---

Density functional theory data (ωB97M-V with the def2-TZVPD basis set) for a molecular structure, C6H12N at a distorted geometry.

```
19
Properties=species:S:1:pos:R:3:nbo_charge:R:1
C 2.9998 -1.1680 -0.9672 -0.04
C 1.8223 -1.2672 -0.8558 -0.14
C -0.0931 1.2671 -0.7564 -0.47
C -1.7681 -0.0750 0.1904 -0.42
C 0.5250 0.0585 1.3276 -0.44
C 0.3869 -1.3755 -0.8225 -0.16
N -0.3032 0.1414 0.1598 -0.24
H 4.0168 -1.3257 -0.8947 0.25
H -0.1278 2.3655 -0.3552 0.26
H 0.9507 1.2525 -1.3463 0.25
H -0.7167 1.2944 -1.6184 0.23
H -2.1954 0.1622 -0.7980 0.25
H -2.0481 -1.1199 0.4628 0.23
H -2.0211 0.4223 1.0611 0.24
H 0.2363 -0.7596 1.8615 0.22
H 1.5478 0.0722 1.2415 0.25
H 0.3648 0.8278 2.2090 0.24
H -0.1399 -2.0721 -0.2495 0.23
H -0.2942 -1.2651 -1.7808 0.26
```

Computed properties:
Charge: +1
Multiplicity: 1

---

Density functional theory data (ωB97M-V with the def2-TZVPD basis set) for a molecular structure, C6H12N at a distorted geometry.

```
19
Properties=species:S:1:pos:R:3:nbo_charge:R:1
C -0.7296 -1.3769 0.8175 -0.42
C 0.0224 -0.5588 -1.4561 -0.21
C 0.3902 -1.3915 -0.2711 0.00
C -0.3605 0.1562 0.8386 -0.02
C -1.4788 1.0460 0.5399 -0.64
C 1.7604 0.8545 -0.2255 -0.41
N 0.5502 0.0834 -0.2679 -0.22
H -1.8167 -1.5928 0.4496 0.25
H -0.4948 -1.9907 1.6455 0.25
H 0.7554 -0.4416 -2.2660 0.25
H -0.9654 -0.2393 -1.7724 0.25
H 1.1493 -2.0683 -0.3336 0.25
H 0.2663 0.3965 1.8140 0.25
H -1.8751 0.7656 -0.4340 0.21
H -1.2342 2.0695 0.3732 0.24
H -2.2120 1.0404 1.3047 0.25
H 2.2206 0.7118 0.7068 0.23
H 2.3985 0.5023 -0.9796 0.23
H 1.6540 2.0338 -0.4836 0.26
```

Computed properties:
Charge: +1
Multiplicity: 1

---

Density functional theory data (ωB97M-V with the def2-TZVPD basis set) for a gas-phase ion, C6H12N (charge +1) at a distorted geometry.

```
19
Properties=species:S:1:pos:R:3:nbo_charge:R:1
C 0.6867 1.4831 0.5115 -0.41
C -0.9256 0.8503 -1.1421 -0.10
C -0.8185 1.4057 0.1908 -0.23
C 0.7940 -0.1014 0.4356 -0.09
C 1.9315 -0.8230 -0.3270 -0.62
C -1.6455 -1.1127 0.4647 -0.50
N -0.7091 -0.0608 0.0922 -0.15
H 1.3463 2.0001 -0.2635 0.25
H 0.8259 1.9223 1.4458 0.28
H -1.9931 0.5603 -1.5755 0.26
H -0.1825 0.7713 -1.8137 0.23
H -1.5982 1.9400 0.6191 0.29
H 0.8058 -0.4919 1.3570 0.25
H 2.0631 -0.6024 -1.4593 0.24
H 1.9298 -1.8826 -0.2505 0.25
H 2.8848 -0.5370 0.0016 0.25
H -1.4807 -1.5156 1.4574 0.29
H -2.6850 -0.8020 0.4517 0.25
H -1.6853 -2.0042 -0.1060 0.29
```

Computed properties:
Charge: +1
Multiplicity: 3

---

Density functional theory data (ωB97M-V with the def2-TZVPD basis set) for 2 unconnected molecules or ions with the total composition C6H12N.

```
19
Properties=species:S:1:pos:R:3:nbo_charge:R:1
C -1.1767 1.6816 0.4617 -0.43
C 1.0804 2.3945 -0.2365 0.16
N 0.2496 1.4939 0.1149 -0.40
H -1.3114 1.2617 1.4568 0.25
H -1.7742 1.1732 -0.2910 0.24
H -1.3779 2.7496 0.4812 0.26
H 0.7365 3.4239 -0.2946 0.25
H 2.1090 2.1288 -0.4440 0.25
H 0.6032 0.5432 0.1090 0.42
C 0.2931 -1.4826 -1.9562 -0.04
C 0.5026 -1.8491 -0.6397 -0.17
C -0.4274 -1.5899 0.3917 -0.22
C -0.0795 -1.8707 1.6987 -0.03
H -0.6021 -0.9343 -2.2386 0.22
H 1.0114 -1.6424 -2.7523 0.26
H 1.4532 -2.2806 -0.3341 0.26
H -1.3843 -1.1690 0.1012 0.25
H -0.8009 -1.7218 2.4941 0.25
H 0.8954 -2.3100 1.8777 0.24
```

Computed properties:
Charge: +2
Multiplicity: 2

---

Density functional theory data (ωB97M-V with the def2-TZVPD basis set) for a gas-phase ion, C6H12N (charge +2) at a distorted geometry.

```
19
Properties=species:S:1:pos:R:3:nbo_charge:R:1
C 0.5107 -0.5430 -1.9496 -0.21
C 0.3752 -1.6369 -0.7982 -0.48
C 0.0550 -1.0159 0.5624 -0.08
C 0.6484 0.0932 1.1160 -0.32
C 0.1232 0.6787 2.3943 0.09
C -0.5071 1.8956 2.4855 -0.02
N -0.7081 0.3701 -1.9010 -0.68
H 0.5984 -1.0889 -2.8875 0.27
H 1.3435 0.1352 -1.7576 0.23
H -0.4540 -2.3175 -1.1030 0.26
H 1.3425 -2.1098 -0.8043 0.29
H -0.8213 -1.4411 1.0611 0.24
H 1.6327 0.4254 0.8027 0.28
H 0.4426 0.0499 3.2313 0.27
H -0.4805 2.6388 1.6985 0.24
H -1.0018 2.1262 3.4288 0.26
H -0.4384 1.3239 -1.6731 0.45
H -1.3450 0.0244 -1.1740 0.44
H -1.3159 0.3917 -2.7323 0.47
```

Computed properties:
Charge: +2
Multiplicity: 2

---

Density functional theory data (ωB97M-V with the def2-TZVPD basis set) for a single C6H12N2 molecule at a distorted geometry.

```
20
Properties=species:S:1:pos:R:3:nbo_charge:R:1
C 0.2870 -3.0118 0.5990 -0.03
N 0.5149 -1.9975 1.2924 -0.40
C 0.8847 -0.7485 0.7057 0.17
C 2.0336 -0.6942 0.0336 -0.47
C -0.1217 0.3143 0.8973 -0.49
C -0.6560 0.7846 -0.4672 -0.05
C -0.1596 2.2207 -0.7380 -0.63
N -2.0959 0.7714 -0.6846 -0.84
H 0.0016 -3.9670 1.0221 0.17
H 0.3055 -3.0688 -0.5228 0.14
H 2.8451 -1.3796 -0.0057 0.21
H 2.3908 0.1799 -0.5425 0.20
H 0.2511 1.1603 1.4717 0.23
H -0.8709 0.1360 1.6727 0.24
H -0.3311 0.1570 -1.3222 0.21
H 0.4500 2.4169 -1.6257 0.22
H -0.9750 2.9568 -0.9957 0.22
H 0.4037 2.6613 0.0783 0.20
H -2.6751 1.2525 -0.0083 0.36
H -2.4829 -0.1443 -0.8599 0.36
```

Computed properties:
Multiplicity: 1
Structure (SMILES): C=NC(=C)C[C@H](C)N

---

For the records above, the corresponding E values read -813.7890 -290.2274 -290.1408 -290.2289 -289.9083 -289.7927 -289.7813 -345.2395 Ha.
For the records above, the corresponding energy relative to the best compared isomer or geometry (same formula, charge and spin) values read 178.51 248.25 475.51 244.14 642.08 50.22 80.11 232.01 kJ/mol.